54
Properties=species:S:1:pos:R:3:forces:R:3 method="wB97M-V/def2-TZVPD" lumo_ev=0.7 homo_ha=-0.2926 homo_lumo_gap_ev=8.68 max_force_ev_per_a=0.591
C -7.140164 0.072832 -1.245089 -0.15 0.13 -0.18
H -7.399883 1.089760 -0.933757 0.02 -0.04 -0.02
O -6.334696 -0.571600 -0.288224 0.31 -0.09 0.26
C -5.108840 -0.049902 -0.011293 0.12 -0.07 0.09
C -4.347537 -0.749756 0.930122 -0.21 -0.02 -0.08
C -3.077783 -0.329607 1.255766 -0.05 0.17 -0.09
C -2.541975 0.813998 0.664624 -0.31 0.22 0.00
C -3.319222 1.532787 -0.233722 0.25 -0.12 0.14
C -4.583657 1.101166 -0.589968 -0.33 -0.05 -0.13
H -5.147478 1.670360 -1.311784 -0.08 0.02 -0.06
H -2.911979 2.431741 -0.672085 0.03 0.09 -0.02
C -1.190797 1.320949 1.019360 0.03 0.13 0.07
O -1.009583 2.515334 1.213555 -0.09 -0.01 -0.13
C -0.118944 0.339994 1.104049 0.55 0.05 0.15
C 1.077777 0.534346 1.775794 -0.42 0.08 0.03
N 1.877701 -0.559478 1.630506 -0.34 -0.01 0.38
C 1.237448 -1.471029 0.822120 -0.54 -0.13 -0.21
C 1.660463 -2.719066 0.385854 0.14 0.00 0.06
C 0.826418 -3.423457 -0.456969 0.08 -0.09 -0.04
C -0.395608 -2.890636 -0.866359 -0.12 -0.05 -0.11
C -0.832017 -1.663242 -0.416142 0.01 -0.07 -0.06
C -0.024807 -0.944863 0.464042 0.35 -0.10 0.09
H -1.780395 -1.268883 -0.745056 -0.05 -0.01 -0.04
H -1.013759 -3.454785 -1.548885 -0.06 -0.05 -0.05
H 1.125276 -4.397410 -0.816228 0.05 -0.07 0.00
H 2.609332 -3.131755 0.695122 0.11 -0.04 0.02
C 3.287074 -0.597784 1.905799 0.38 -0.03 -0.11
H 3.532609 0.239865 2.557922 -0.05 -0.10 0.02
H 3.541507 -1.526133 2.425710 0.00 0.12 0.06
C 4.093649 -0.506260 0.576523 -0.23 0.06 -0.01
N 3.322298 0.208582 -0.414629 0.35 0.00 -0.10
C 3.275449 -0.373315 -1.739429 -0.23 0.12 -0.26
H 3.056646 -1.439374 -1.662056 0.01 0.00 -0.01
C 2.148139 0.311370 -2.516181 0.11 -0.46 -0.03
O 2.350409 1.701752 -2.596271 0.09 0.14 -0.12
C 2.440738 2.266559 -1.308546 0.22 0.20 0.27
C 3.580007 1.629298 -0.509732 -0.28 0.15 -0.19
H 3.614771 2.065440 0.489189 0.03 0.06 0.03
H 4.539899 1.833876 -1.018627 -0.03 0.02 0.08
H 2.616615 3.333264 -1.455090 -0.03 -0.03 0.07
H 1.496121 2.119895 -0.764757 0.05 0.04 0.00
H 2.108672 -0.052575 -3.544352 -0.02 -0.04 0.07
H 1.192794 0.096662 -2.013970 0.07 -0.02 -0.04
H 4.228434 -0.236329 -2.282508 -0.05 -0.04 0.00
H 5.066775 -0.035907 0.778001 -0.03 -0.09 -0.03
H 4.283259 -1.514645 0.205655 0.04 0.04 0.00
C 1.449662 1.678478 2.646681 -0.01 0.06 0.04
H 0.599489 2.349625 2.729090 0.08 -0.01 0.00
H 2.278895 2.245541 2.225365 0.07 0.09 0.02
H 1.736157 1.331651 3.640362 0.08 -0.01 0.02
H -2.495709 -0.881758 1.978394 0.07 -0.09 0.04
H -4.778634 -1.628054 1.384211 -0.05 -0.10 0.06
H -8.048351 -0.523748 -1.317365 0.05 0.08 -0.02
H -6.652661 0.106252 -2.224747 -0.01 0.01 0.05

***

146
Properties=species:S:1:pos:R:3:forces:R:3 method="wB97M-V/def2-TZVPD" lumo_ev=-1.1 homo_ha=-0.2827 homo_lumo_gap_ev=6.62 max_force_ev_per_a=4.515
Ba 3.227551 -2.086730 -2.139127 -1.57 -0.17 1.65
O 1.010741 -3.518640 1.200403 -0.93 0.51 0.49
C 1.984291 -4.333920 0.769183 0.88 -3.74 -0.60
O 2.930891 -3.860220 0.109173 1.68 3.56 -2.21
O 1.941911 -5.549100 0.941763 -1.52 -0.01 1.16
H 1.247061 -2.645100 0.879963 -0.02 0.63 -0.15
O -0.049269 0.840890 -0.303247 -0.64 1.56 -0.61
C 0.915861 0.104180 -0.792517 1.60 -0.75 -1.64
O 1.246261 -0.877880 -0.148287 0.79 -2.82 2.47
O 1.522431 0.322510 -1.873767 -0.22 1.67 -1.19
H -0.323529 0.340900 0.469023 -0.38 0.06 0.50
C -1.450929 -3.671900 -3.122507 0.46 -0.25 1.59
C -0.273709 -2.998820 -2.360677 -1.59 -1.24 -0.67
O 0.693711 -2.682490 -3.344817 1.18 0.59 0.42
H -2.119469 -4.056130 -2.352107 -0.19 -0.25 -0.05
H -0.997439 -4.516840 -3.640707 -0.38 0.05 -0.29
H -2.071459 -3.044930 -3.762787 0.47 0.25 -0.16
H 0.172191 -3.738240 -1.695447 0.02 -0.01 0.06
H -0.626519 -2.177060 -1.737507 0.32 0.42 -0.21
H 0.292341 -1.990460 -3.875467 0.08 0.71 -0.44
C 0.830821 5.359820 -0.631327 1.07 -1.70 -0.03
C 0.911671 3.804060 -0.949047 -0.26 0.65 -0.06
O 1.827011 3.504440 -1.995957 0.63 1.04 -0.57
H 1.860071 5.703740 -0.528967 0.15 0.13 -0.38
H 0.446991 5.535020 0.373693 -0.58 -0.18 -0.18
H 0.319301 5.953600 -1.388887 -0.05 -0.21 0.10
H -0.043879 3.402420 -1.286237 -0.36 0.18 0.42
H 1.247881 3.229240 -0.086117 -0.29 0.30 0.42
H 2.088501 2.581440 -1.959927 -0.40 -0.31 0.22
C 6.488641 0.239730 0.770083 0.54 -1.09 0.27
C 5.703071 -1.040940 0.369183 1.28 0.65 0.08
O 4.472261 -0.679220 -0.212397 -0.19 -0.18 -0.45
H 6.889381 0.779190 -0.088117 -0.59 0.02 -0.23
H 7.413141 -0.065060 1.260503 -0.07 -0.12 0.46
H 5.950781 0.918530 1.431913 -0.14 -0.12 -0.11
H 5.498441 -1.796230 1.127973 0.28 0.40 0.57
H 6.333331 -1.570860 -0.344997 -0.18 -0.04 -0.48
H 3.996041 -0.331310 0.545083 -0.92 0.28 0.19
C 4.774641 2.058540 -1.834807 -1.21 -0.12 -0.77
C 4.378201 1.451320 -3.203697 1.36 1.92 0.25
O 4.486521 0.040880 -3.263657 -0.25 -0.83 0.02
H 5.838821 1.895790 -1.664137 -0.19 -0.31 0.33
H 4.094751 1.682010 -1.070567 0.52 -0.12 0.29
H 4.629331 3.138400 -1.864707 -0.06 0.04 -0.21
H 5.147691 1.868530 -3.853257 -0.11 -0.07 -0.60
H 3.430681 1.788560 -3.623907 -0.18 -0.39 0.43
H 5.412821 -0.164200 -3.117007 0.26 0.06 -0.02
C 1.039441 1.773930 -5.811947 0.51 1.17 -0.54
C 1.036611 0.322340 -5.488927 -0.17 -0.12 0.32
O 0.260151 0.085950 -4.321117 -0.58 -0.78 -0.78
H 0.045951 2.097050 -6.122857 -0.04 0.03 0.18
H 1.716181 2.014180 -6.631947 0.03 -0.22 -0.29
H 1.392841 2.418560 -5.007177 -0.23 -0.13 0.37
H 2.030231 -0.087380 -5.307387 0.37 0.06 -0.26
H 0.601961 -0.190570 -6.346897 -0.13 -0.40 0.25
H 0.778221 0.391670 -3.572957 0.11 0.21 0.88
C -5.277769 0.274360 -1.572417 -1.71 -0.13 1.21
C -4.138109 0.660650 -2.450127 1.37 -0.14 -0.66
C -4.243289 -0.243310 -3.719837 0.72 0.32 -0.95
C -3.409719 0.270320 -4.935647 -0.77 -0.51 1.33
C -3.901249 1.647530 -5.248647 0.83 1.46 0.07
C -3.662949 2.683260 -4.096577 -0.67 -0.65 -0.60
N -4.291579 2.109030 -2.851627 -0.60 -0.99 -1.43
O -4.348419 2.988660 -1.761767 0.35 -0.39 -0.19
C -2.201289 2.985280 -3.949917 0.83 -0.39 1.31
C -4.338259 3.990790 -4.491377 -1.72 0.19 0.50
C -2.778549 0.286060 -1.696957 -0.82 0.87 -0.65
H -6.188859 0.811690 -1.835637 0.15 0.49 0.07
H -5.087369 0.389360 -0.505357 0.04 0.49 0.00
H -5.648769 -0.749000 -1.629017 0.71 -0.47 -0.45
H -3.944959 -1.260730 -3.466967 0.10 0.00 0.30
H -5.278469 -0.332760 -4.049247 -0.20 0.28 0.13
H -3.487909 -0.356860 -5.823697 -0.25 -0.27 0.13
H -2.351469 0.280450 -4.674667 0.12 0.11 0.03
H -4.938969 1.735840 -5.570277 -0.12 -0.47 0.13
H -3.287809 1.989380 -6.082257 -0.10 0.42 -0.24
H -1.665819 2.070910 -3.694387 0.29 0.11 -0.04
H -1.663389 3.470830 -4.764177 -0.47 -0.01 -0.25
H -2.154899 3.654770 -3.091007 0.47 0.16 0.14
H -3.892459 4.486600 -5.353657 0.21 -0.15 0.14
H -5.398259 3.844420 -4.698897 -0.12 -0.55 -0.59
H -4.504199 4.695420 -3.676477 1.03 0.11 0.27
H -2.724929 -0.799020 -1.608417 0.19 -0.08 -0.25
H -2.699039 0.652390 -0.673447 -0.41 0.31 0.04
H -1.931329 0.723500 -2.225137 0.13 -0.50 -0.08
H -3.479629 2.896290 -1.363917 0.41 0.33 0.54
C -1.580429 -0.516870 1.934413 -0.62 1.15 -0.32
C -2.555639 -1.068620 2.989433 -0.34 -1.20 -0.61
C -4.046229 -0.660720 2.696863 0.24 -0.26 -1.64
C -4.846929 -1.596460 1.754193 0.63 0.66 0.47
C -4.648259 -3.013110 2.118233 0.24 -0.72 0.61
C -3.171409 -3.501660 2.184213 -1.33 0.46 -0.28
N -2.419839 -2.542070 3.042113 -1.58 -0.84 0.54
O -1.113489 -2.996220 3.199433 0.23 0.38 0.50
C -3.204869 -4.898950 2.816813 -0.01 0.38 0.63
C -2.659839 -3.699990 0.750183 0.10 0.19 -0.02
C -2.169419 -0.391840 4.296923 0.63 -0.12 0.17
H -1.782069 -0.799890 0.901293 -0.12 -0.69 0.06
H -0.530129 -0.663280 2.186483 -0.01 -0.41 0.13
H -1.739709 0.560980 1.903223 0.10 0.39 0.17
H -4.645879 -0.458060 3.584243 0.40 -0.09 0.20
H -3.939759 0.248530 2.105243 -0.20 0.55 0.49
H -4.582639 -1.438850 0.708533 0.01 0.20 -0.06
H -5.923959 -1.480100 1.874863 -0.02 0.80 -0.23
H -5.300449 -3.551030 1.430203 0.50 -0.80 -0.10
H -5.117599 -3.131270 3.094893 0.19 -0.29 0.33
H -2.239699 -5.405390 2.808163 -0.04 0.06 -0.10
H -3.535249 -4.801930 3.850993 0.11 -0.01 0.12
H -3.960979 -5.503080 2.315393 0.14 -0.07 -0.22
H -1.699199 -4.214380 0.776203 0.17 0.13 -0.27
H -3.366919 -4.334200 0.215463 0.02 -0.21 0.08
H -2.610899 -2.783640 0.161953 0.25 0.20 0.08
H -2.404849 0.664120 4.164163 0.06 0.15 0.24
H -1.095759 -0.493310 4.455193 0.12 0.07 -0.03
H -2.630419 -0.759450 5.213673 -0.41 -0.19 -0.32
H -0.740759 -3.087150 2.319433 0.59 -0.12 -0.45
C 1.013531 2.198700 3.342023 -0.42 -0.24 0.75
C 2.089811 1.510080 4.230943 -1.07 0.81 -0.59
C 1.447721 1.198640 5.604153 0.22 -0.98 0.18
C 2.282191 0.198610 6.425013 -0.86 0.86 -0.42
C 2.687621 -1.037990 5.649873 0.39 0.43 -0.27
C 3.258321 -0.731440 4.190283 1.02 -0.47 1.39
N 2.467081 0.285860 3.520213 -2.07 -1.03 2.88
O 2.787921 0.493380 2.210173 1.13 0.38 -1.31
C 4.774141 -0.297370 4.300423 -0.73 -0.06 -0.01
C 3.157351 -2.031520 3.397083 -0.17 0.26 -0.17
C 3.239811 2.455380 4.395453 0.62 1.17 0.39
H 0.490601 2.980610 3.892713 0.37 0.31 0.19
H 0.207511 1.483920 3.176123 0.11 -0.24 -0.48
H 1.387171 2.629250 2.412983 0.07 -0.21 0.03
H 1.344721 2.046950 6.280823 0.11 0.66 -0.62
H 0.428151 0.831580 5.486503 -0.01 -0.24 -0.30
H 1.712041 -0.014180 7.329313 -0.03 -0.42 0.01
H 3.133741 0.766500 6.799783 0.46 -0.25 -0.14
H 1.928121 -1.818090 5.597873 -0.53 0.41 -0.27
H 3.416851 -1.491440 6.321233 0.71 -0.31 -0.65
H 4.998021 0.248310 5.217053 -0.12 -0.11 0.15
H 5.423741 -1.170770 4.242993 0.06 0.05 -0.01
H 4.998541 0.404660 3.497373 0.16 -0.26 -0.22
H 3.806711 -1.930950 2.527423 -0.03 -0.54 -0.07
H 3.387361 -2.906930 4.004423 0.54 0.11 -0.06
H 2.138091 -2.221250 3.060603 -0.07 0.26 -0.06
H 3.747741 2.359760 5.355113 0.39 -0.47 -0.18
H 2.888891 3.486330 4.441433 -0.18 0.13 -0.24
H 3.922011 2.378580 3.548813 0.15 0.06 0.16
H 2.016071 0.183410 1.730853 -0.21 -0.26 -0.38

***

24
Properties=species:S:1:pos:R:3:forces:R:3 method="wB97M-V/def2-TZVPD" lumo_ev="0.7 / 0.6" homo_ha="-0.1358 / -0.2734" homo_lumo_gap_ev="4.40 / 8.05" s2=0.75 max_force_ev_per_a=3.340 multiplicity=2
C 0.874587 -0.939581 -1.119783 -0.74 0.28 0.92
O 0.718181 0.403128 -1.614581 1.14 -3.04 -0.77
C -0.385686 -1.445288 -0.387879 0.63 -1.45 -0.54
C -0.085708 -1.520446 1.108757 -1.60 0.53 0.91
C 0.027497 -0.160298 1.743726 1.30 -0.34 -0.47
C -0.840291 0.895410 1.416985 -0.62 0.67 0.62
N -0.205149 2.249212 1.525787 0.47 -0.95 0.66
N -0.703062 -2.755151 -0.999922 -0.51 -0.56 0.08
H 1.701870 -0.899354 -0.421376 0.23 -0.03 -0.02
H 1.057528 -1.628838 -1.931206 0.34 0.05 -0.41
H 0.126221 0.310536 -2.349130 -0.59 0.32 -0.72
H -1.251801 -0.847146 -0.672054 0.17 0.45 0.48
H 0.757216 -2.175092 1.275600 0.74 0.13 -0.08
H -0.863496 -2.054277 1.686469 -0.36 -0.13 -0.70
H 1.041854 0.104794 2.071157 -0.29 0.09 0.10
H -1.733369 0.944724 0.804647 0.29 -0.35 -0.02
H 0.650361 2.074726 2.053076 0.39 -0.07 -0.62
H -0.018922 2.561629 0.532156 0.08 0.61 0.37
H -0.660859 2.878416 2.164018 -0.86 0.53 -0.37
H 0.034441 -3.446624 -0.886166 0.16 0.28 0.11
H -1.504405 -3.174153 -0.523723 0.16 0.25 -0.15
H 0.518093 1.591971 -1.144237 0.30 0.20 0.01
H 0.717930 3.172339 -1.471194 0.29 -0.03 -0.14
O 0.161763 2.509528 -1.068455 -1.12 2.58 0.75